Record 1
5 unconnected molecules or ions with the total composition C29H66IN2O9S at a distorted geometry. Source: the OMol25 dataset; level of theory: the ωB97M-V functional and the def2-TZVPD basis.

Positions of all 108 atoms, in Å:
C -0.35509 3.91318 1.49560
C -1.63523 3.62868 2.31370
C -2.08003 2.18698 2.33814
C -2.81953 1.55041 1.13187
C -2.86658 2.30527 -0.19382
C -1.67224 2.19191 -1.14543
C -1.41356 3.45074 -1.95388
C -0.07703 3.38790 -2.69255
C 0.07470 2.10669 -3.51238
C 1.34030 2.10368 -4.37740
C 1.63757 0.78935 -5.17504
C 0.62367 -0.31748 -5.00167
O 1.03123 -1.42120 -5.84074
C 0.15075 -2.46592 -5.86388
C -0.15720 -2.91975 -7.24926
O -0.32134 -2.96640 -4.83972
C -2.32339 0.08108 1.11472
C -2.34614 -0.68740 -0.22186
C -1.05203 -0.69391 -1.05068
O -0.25258 -1.83007 -0.81863
S -3.43669 -0.82121 2.26280
C -4.90331 -1.15612 1.34512
O -3.80318 0.06535 3.34744
O -2.81329 -2.07857 2.60298
C -0.92156 0.18131 1.71864
C -0.08344 -1.05404 1.99534
C 1.25157 -1.00537 1.26369
C 2.22717 0.04986 1.76958
I 2.18015 -2.91882 1.40919
N -0.97294 1.23573 2.78874
C -1.11729 0.78491 4.22271
C 0.21712 0.67815 4.96561
C 0.21668 -0.48577 5.93995
N -0.68941 -0.18934 7.06571
H 0.49044 4.08809 2.15770
H -0.11029 3.10476 0.81154
H -0.46580 4.82782 0.92045
H -1.48229 3.96807 3.33659
H -2.46152 4.21674 1.92665
H -2.81166 2.12384 3.13709
H -3.85318 1.55427 1.46938
H -3.75673 1.96544 -0.72114
H -3.04617 3.35069 0.05153
H -0.75244 1.94076 -0.61541
H -1.88360 1.38337 -1.84115
H -2.21396 3.60665 -2.67997
H -1.43084 4.31296 -1.28501
H 0.71598 3.41505 -1.94049
H 0.03358 4.25173 -3.34461
H -0.81229 1.99228 -4.13798
H 0.13339 1.25275 -2.83978
H 2.17466 2.29111 -3.70485
H 1.27414 2.92491 -5.08567
H 1.66497 1.01826 -6.23583
H 2.60262 0.38799 -4.86456
H -0.37399 -0.01156 -5.31590
H 0.56702 -0.67765 -3.97800
H -0.34551 -2.07757 -7.90913
H 0.70047 -3.45166 -7.65922
H -0.99958 -3.60248 -7.24246
H -3.16611 -0.29930 -0.81898
H -2.54658 -1.73232 0.00676
H -0.43919 0.18040 -0.85147
H -1.31950 -0.62972 -2.10733
H -0.57620 -2.55934 -1.34621
H -5.38366 -0.24386 1.01010
H -4.67968 -1.82410 0.52045
H -5.52953 -1.68890 2.05624
H -0.39087 0.70540 0.91582
H -0.61950 -1.94633 1.69099
H 0.11080 -1.18073 3.05798
H 1.11117 -0.85586 0.19848
H 1.71938 0.98336 2.02537
H 2.76193 -0.27730 2.65960
H 2.96888 0.29077 1.01265
H -0.11812 1.78995 2.76114
H -1.75003 1.50589 4.72771
H -1.62309 -0.17104 4.22345
H 0.38301 1.57756 5.55410
H 1.05668 0.54271 4.28822
H 1.21863 -0.65159 6.31869
H -0.08430 -1.40649 5.42669
H -0.48417 -0.81248 7.83591
H -1.64196 -0.42022 6.80539
C 4.95090 -1.04577 5.01714
O 3.52737 -1.14706 5.04069
H 5.19836 -0.01909 4.76015
H 5.37953 -1.27905 5.99356
H 5.38466 -1.71134 4.26672
H 3.30904 -2.05409 5.28073
C 1.92592 -4.61278 7.21753
O 3.16543 -4.10656 6.72194
H 1.72257 -4.09761 8.15227
H 1.10557 -4.42023 6.52035
H 1.98532 -5.68487 7.41358
H 3.36115 -4.57025 5.90437
C -0.51872 0.34208 -10.21852
O 0.33889 -0.03707 -9.14286
H -1.54148 0.23368 -9.86683
H -0.35711 1.38188 -10.51165
H -0.37722 -0.30212 -11.08921
H 1.24564 0.05232 -9.44265
C 4.14712 -2.38988 -2.31794
O 3.07329 -1.44945 -2.28274
H 5.03199 -1.87970 -2.68794
H 4.35635 -2.77649 -1.31688
H 3.91335 -3.22123 -2.98689
H 2.29884 -1.91822 -1.96101

For the highest occupied orbital energy, the calculation gives -11.573 eV. As for the orbital gap: 9.653 eV. As for the total charge: +1. The value obtained for the LUMO energy is -1.9198 eV.

Record 2
3 unconnected molecules or ions with the total composition C29H66O6SSi4 at a distorted geometry. Source: the OMol25 dataset; level of theory: the ωB97M-V functional and the def2-TZVPD basis.

Positions of all 106 atoms, in Å:
C 5.87930 3.17505 3.16863
C 5.06491 2.42636 2.74099
C 4.01865 1.59433 2.14361
C 3.30200 2.19897 0.91732
C 2.56535 3.51765 1.11421
O 3.38022 4.59587 1.53071
O 3.16820 4.90769 2.90843
C 4.38098 2.32645 -0.20859
C 4.14639 1.14788 -1.15997
S 4.30479 1.82743 -2.91562
C 5.16662 0.01171 -1.22487
C 4.92540 -1.20794 -0.30739
C 6.03444 -1.45786 0.73214
C 5.58455 -2.39474 1.86293
C 4.73454 -1.72285 2.93804
O 2.79938 0.77516 -1.01267
C 2.37333 1.07458 0.33036
C 0.87667 1.28305 0.26381
C 0.07138 1.10712 1.56831
C 0.55998 0.01486 2.49445
O -0.17031 0.07332 3.71848
C 0.64166 -0.43150 4.76099
H 6.67025 3.79454 3.52287
H 3.32117 1.31738 2.93965
H 4.49199 0.67640 1.79933
H 1.72490 3.37211 1.79370
H 2.15768 3.81394 0.14510
H 3.43801 4.10586 3.38296
H 5.40663 2.27569 0.14477
H 4.18844 3.27923 -0.68709
H 3.83803 3.07348 -2.76728
H 6.14162 0.43938 -0.98718
H 5.24806 -0.34329 -2.25003
H 3.96085 -1.18541 0.19849
H 4.90533 -2.08879 -0.94907
H 6.36275 -0.50471 1.15419
H 6.86494 -1.95159 0.22849
H 6.47887 -2.80868 2.33049
H 5.01923 -3.22209 1.42859
H 5.23699 -0.82675 3.30076
H 3.77502 -1.42280 2.51216
H 4.53185 -2.39242 3.77050
H 2.63808 0.17986 0.89857
H 0.49853 0.59156 -0.48685
H 0.64932 2.27993 -0.11377
H -0.93988 0.82555 1.26681
H -0.04785 2.05142 2.09894
H 1.62374 0.09105 2.71445
H 0.37641 -0.95451 2.01542
H 1.12489 -1.37067 4.47277
H 1.42819 0.28020 5.03164
H 0.02751 -0.63428 5.63475
C -2.70600 3.83905 -6.17102
Si -3.59627 2.35177 -5.46610
C -4.88633 2.94311 -4.24563
C -4.45444 1.45306 -6.85560
O -2.52479 1.34938 -4.71851
Si -1.43631 1.37268 -3.48305
C -0.61124 -0.29096 -3.31780
C -2.30365 1.78001 -1.87265
C -0.11666 2.65969 -3.80135
H -2.28992 4.46416 -5.37851
H -3.39487 4.45140 -6.75649
H -1.88670 3.53003 -6.82356
H -5.36437 2.09919 -3.74376
H -5.65961 3.51737 -4.75990
H -4.44313 3.58473 -3.48142
H -5.00953 0.58811 -6.48757
H -3.74134 1.10605 -7.60573
H -5.16113 2.12603 -7.34529
H -1.33926 -1.07754 -3.10650
H 0.11130 -0.26550 -2.49980
H -0.07416 -0.55939 -4.22924
H -2.70322 2.79615 -1.88380
H -1.60698 1.70238 -1.03551
H -3.13297 1.09267 -1.69051
H -0.53350 3.66925 -3.78485
H 0.35695 2.50218 -4.77235
H 0.65933 2.59992 -3.03356
C -3.47983 -5.04155 -0.14504
Si -4.88837 -4.17570 0.73225
C -5.33049 -2.62721 -0.22168
C -6.36785 -5.30943 0.75377
O -4.44729 -3.78920 2.27092
Si -3.30890 -2.89775 3.05993
C -3.54553 -3.02141 4.90481
C -3.43380 -1.10216 2.55696
C -1.59357 -3.52173 2.63934
H -2.63066 -4.37048 -0.28954
H -3.80278 -5.39212 -1.12741
H -3.13526 -5.90507 0.42794
H -6.08662 -2.04480 0.30888
H -5.72757 -2.88806 -1.20490
H -4.45547 -1.99089 -0.36980
H -7.22514 -4.83590 1.23592
H -6.14980 -6.23884 1.28324
H -6.65113 -5.56105 -0.27021
H -4.52488 -2.64518 5.20630
H -2.78269 -2.42544 5.41008
H -3.45583 -4.05304 5.25096
H -3.18107 -0.97365 1.50139
H -2.74236 -0.49549 3.14649
H -4.44587 -0.72220 2.71288
H -1.35758 -3.35418 1.58599
H -1.50321 -4.59111 2.84165
H -0.84767 -2.99553 3.24048

For the highest occupied orbital energy, the calculation gives -9.112 eV. As for the orbital gap: 9.584 eV. As for the total charge: 0. As for the SMILES: C#CC[C@@]1(COO)C[C@@](S)(CCCCC)O[C@@H]1CCCOC.C[Si](C)(C)O[Si](C)(C)C.C[Si](C)(C)O[Si](C)(C)C. The value obtained for the LUMO energy is 0.4718 eV.

Record 3
A molecular structure, C29H68InO2Si2 at a distorted geometry. Source: the OMol25 dataset; level of theory: the ωB97M-V functional and the def2-TZVPD basis.

Positions of all 102 atoms, in Å:
C 5.99879 -3.10550 0.58063
C 4.65268 -2.96116 -0.34942
C 3.65664 -4.29905 -0.28478
C 2.13904 -3.73934 -0.57148
C 1.19198 -4.81527 -1.43309
C -0.18142 -4.00096 -1.80505
C -0.42452 -3.73938 -3.40511
C 0.88540 -3.19844 -4.22951
C 0.78780 -1.64751 -4.75195
C 1.88400 -0.75016 -3.89009
C 1.21699 -0.30986 -2.42091
C 0.11306 0.88374 -2.62944
In -1.04472 1.46533 -0.77173
C -0.44968 3.65237 -0.32516
C 0.92861 3.51700 0.61271
C 2.12544 2.75712 -0.24398
C 3.64456 3.13374 0.24239
C 4.13467 2.40822 1.62765
C 3.44424 0.95423 1.93706
C -0.52078 0.29503 1.09383
C -1.03291 -1.27738 1.08980
O -2.26932 -1.39576 1.87744
Si -2.28861 -2.82957 2.89190
C -4.16698 -3.40030 2.96609
C -1.31197 -4.33777 2.20032
C -1.82682 -2.31034 4.68862
Si -3.53864 1.21571 -1.35130
C -3.66167 1.43988 -3.29779
C -4.67662 2.46864 -0.38676
C -4.14360 -0.62400 -1.03279
H 5.90551 -3.98159 1.35674
H 6.97855 -3.17775 -0.09298
H 6.13192 -2.11021 1.20921
H 4.09085 -1.97578 0.02202
H 4.94274 -2.74878 -1.47907
H 4.00754 -5.15208 -1.02049
H 3.68283 -4.66519 0.84899
H 2.16145 -2.73031 -1.20847
H 1.51542 -3.49959 0.40260
H 1.77036 -5.14700 -2.42140
H 0.98549 -5.75769 -0.76768
H -1.08506 -4.69110 -1.44170
H -0.21926 -3.04536 -1.13090
H -1.25638 -2.88761 -3.48343
H -0.92440 -4.69338 -3.91994
H 1.90841 -3.31414 -3.67328
H 0.96470 -3.87838 -5.20732
H -0.29329 -1.19668 -4.75407
H 1.19882 -1.64226 -5.87267
H 2.25645 0.20803 -4.48870
H 2.86263 -1.35450 -3.61861
H 2.12784 -0.03584 -1.73945
H 0.66925 -1.25261 -1.99603
H 0.65687 1.80332 -3.11598
H -0.66575 0.49564 -3.42719
H -1.35084 4.13067 0.26247
H -0.20231 4.19581 -1.33718
H 1.22745 4.61022 0.90446
H 0.67734 2.92112 1.60043
H 2.02176 3.17377 -1.35800
H 1.93679 1.60474 -0.31741
H 4.41868 2.91089 -0.63117
H 3.66910 4.30098 0.42720
H 5.30264 2.19858 1.49645
H 4.03197 3.05826 2.59513
H 3.22682 0.32408 0.96082
H 4.21868 0.31239 2.56732
H 2.45571 1.07353 2.59388
H -1.04183 0.79246 2.04497
H 0.64427 0.30459 1.23235
H -0.12796 -1.91378 1.49396
H -1.32079 -1.51989 -0.03040
H -4.24525 -4.26897 2.15123
H -4.87791 -2.54649 2.58771
H -4.46089 -3.84924 4.00795
H -0.28441 -4.37667 2.80476
H -1.85627 -5.35166 2.43421
H -1.00248 -4.24203 1.06508
H -0.81996 -2.74737 5.09450
H -1.85134 -1.11726 4.71567
H -2.71932 -2.64392 5.40576
H -4.78282 1.69344 -3.61832
H -3.42154 0.40958 -3.84576
H -2.88505 2.21188 -3.71686
H -4.23988 3.55246 -0.60763
H -5.75457 2.39555 -0.83661
H -4.61572 2.17718 0.74517
H -3.44975 -1.42311 -1.56139
H -5.20428 -0.68452 -1.56987
H -4.30038 -0.85437 0.10916
C -2.57890 7.84777 2.99460
C -2.52120 6.37499 2.62183
C -1.21235 5.74170 3.06639
O -2.65547 6.23975 1.20942
H -1.77273 8.40736 2.50705
H -3.52098 8.29335 2.65754
H -2.49415 7.98469 4.07716
H -3.36176 5.84525 3.08321
H -0.35777 6.22658 2.58140
H -1.17970 4.68486 2.78056
H -1.08662 5.81537 4.15112
H -1.91319 6.70703 0.79137

For the highest occupied orbital energy, the calculation gives -3.899 eV. As for the orbital gap: 6.455 eV. As for the total charge: -1. The value obtained for the LUMO energy is 2.5565 eV.

Record 4
7 unconnected molecules or ions with the total composition C29H69Br2N2O12PS6 at a distorted geometry. Source: the OMol25 dataset; level of theory: the ωB97M-V functional and the def2-TZVPD basis.

Positions of all 121 atoms, in Å:
C -2.18121 -1.43364 4.31506
C -3.44605 -1.12042 3.52991
O -3.62317 -1.91826 2.37448
C -2.79355 -1.52049 1.28490
C -3.63768 -0.82673 0.20054
C -3.85450 0.64755 0.55066
O -2.63049 1.31776 0.43564
C -2.56281 2.55817 1.13442
C -1.95163 3.63100 0.22853
C -2.22511 3.37601 -1.25158
C -1.64894 2.34359 2.34191
C -0.38285 1.56875 1.95009
C 0.84699 1.92886 2.76945
C 1.83104 0.75259 2.79408
N 1.82520 -0.03642 1.54176
C 2.69737 0.41227 0.56816
C 3.41973 -0.64839 -0.23143
O 2.85542 1.60979 0.32930
N -3.06917 -0.84808 -1.17301
P -1.44013 -1.05801 -1.44231
O -1.09480 -0.66682 -2.82085
O -0.97282 -2.59313 -1.23993
O -0.69103 -0.24181 -0.33444
C -5.03124 -1.51220 0.17797
Br -6.54771 -0.53896 0.83392
C -5.31164 -2.76110 -0.21985
C -6.67591 -3.39381 -0.20493
Br -3.95935 -3.95869 -0.82120
H -2.26704 -2.40194 4.80366
H -2.12213 -0.67692 5.09374
H -1.29136 -1.36309 3.69555
H -3.47321 -0.04944 3.32741
H -4.30099 -1.32516 4.17143
H -2.02873 -0.84850 1.66511
H -2.31035 -2.42226 0.91957
H -4.26054 0.77291 1.55139
H -4.55529 1.04170 -0.18906
H -3.53608 2.91124 1.47583
H -2.37398 4.59908 0.47048
H -0.87486 3.70637 0.35673
H -3.28498 3.22739 -1.44484
H -1.91713 4.24538 -1.83308
H -1.65656 2.53648 -1.63787
H -1.38723 3.30505 2.78086
H -2.16875 1.75777 3.10296
H -0.16417 1.75062 0.90199
H -0.60154 0.51069 2.04848
H 0.53794 2.14638 3.79343
H 1.33812 2.81444 2.37989
H 1.55441 0.07900 3.59924
H 2.84375 1.11767 2.95964
H 1.98994 -1.01484 1.73848
H 2.75024 -1.06022 -0.98487
H 4.28509 -0.20160 -0.69742
H 3.72516 -1.47735 0.40005
H -3.61545 -1.40145 -1.81482
H -1.18586 -3.00218 -2.08587
H 0.25789 -0.29522 -0.50441
H -6.93913 -3.62065 0.82494
H -7.39472 -2.73957 -0.67958
H -6.64250 -4.33333 -0.74559
C 4.84418 -5.60614 -0.85443
S 5.05531 -4.15948 -1.90459
O 5.39254 -3.02085 -1.00918
C 3.32608 -3.99592 -2.34228
H 5.81386 -5.86271 -0.43279
H 4.14517 -5.37275 -0.05048
H 4.47452 -6.43745 -1.45494
H 2.73096 -3.88549 -1.43247
H 3.01085 -4.87332 -2.90431
H 3.21387 -3.11863 -2.96740
C 0.76557 -4.33846 3.79907
S 2.05038 -4.36128 2.54455
O 2.27319 -2.95066 2.13277
C 1.04796 -5.11808 1.26009
H 1.17199 -3.85491 4.68478
H -0.09380 -3.77582 3.43280
H 0.47822 -5.36177 4.04012
H 0.17041 -4.50003 1.06719
H 0.75119 -6.11818 1.57610
H 1.65312 -5.18482 0.35829
C 3.02163 -0.88572 -6.10617
S 2.70183 -2.61400 -6.43603
O 2.91251 -3.34217 -5.14970
C 4.16636 -2.89189 -7.43707
H 2.23443 -0.51613 -5.45037
H 3.98680 -0.77898 -5.61857
H 3.01158 -0.32810 -7.03996
H 5.05607 -2.64500 -6.85832
H 4.11290 -2.27333 -8.33231
H 4.18673 -3.94335 -7.71675
C -3.98073 2.37449 8.01898
S -3.12799 1.03702 7.17700
O -3.17006 1.34690 5.72452
C -4.38440 -0.21154 7.48441
H -3.37990 3.27445 7.90919
H -4.95942 2.52660 7.56420
H -4.08347 2.12937 9.07607
H -5.33575 0.11609 7.06483
H -4.47617 -0.37684 8.55785
H -4.06609 -1.13240 6.99946
C -1.79406 9.01393 -1.10924
S -1.95839 7.23299 -1.29864
O -1.73226 6.62544 0.03576
C -0.44628 7.00522 -2.24234
H -2.62710 9.36336 -0.50330
H -0.85304 9.24381 -0.60941
H -1.83169 9.48740 -2.09036
H 0.40258 7.37428 -1.66670
H -0.52765 7.53793 -3.18997
H -0.32708 5.94046 -2.43044
C 7.49842 0.82485 -5.58083
S 5.87623 1.54127 -5.86420
O 5.31000 0.87590 -7.06919
C 6.46778 3.15433 -6.38699
H 7.35871 -0.21144 -5.28047
H 8.08281 0.86796 -6.50001
H 7.99972 1.37090 -4.78211
H 7.12084 3.04097 -7.25220
H 7.00166 3.62759 -5.56321
H 5.60248 3.75631 -6.65500

For the highest occupied orbital energy, the calculation gives -8.456 eV. As for the orbital gap: 8.838 eV. As for the total charge: 0. The value obtained for the LUMO energy is 0.3820 eV.

Which of these has the lowest highest occupied orbital energy? C29H66IN2O9S